# 1
{"formula": "C25H21AsCl3IrN2O2PS4", "method": "ωB97M-V/def2-TZVPD", "homo_energy_ev": -4.28, "charge": -1, "energy_ev": -187221.3297, "spin_multiplicity": 1, "symbols": ["Ir", "Cl", "C", "C", "C", "Cl", "C", "O", "C", "Cl", "C", "H", "H", "S", "C", "C", "N", "C", "S", "C", "N", "S", "P", "S", "C", "C", "C", "C", "C", "C", "C", "C", "C", "C", "C", "C", "H", "H", "H", "H", "H", "H", "H", "H", "H", "H", "C", "As", "C", "C", "O", "H", "H", "H", "H", "H", "H", "H", "H", "H"], "xyz": [[0.1921, 0.8687, 0.3168], [4.6967, 6.2726, 1.6410], [3.3411, 5.1760, 1.5921], [3.4376, 3.9950, 0.8818], [2.3470, 3.1489, 0.8467], [2.5071, 1.6408, -0.0287], [1.1153, 3.4093, 1.4926], [0.0663, 2.6572, 1.4340], [1.1044, 4.6260, 2.2200], [-0.3461, 5.0337, 3.0841], [2.1761, 5.4933, 2.2701], [4.3499, 3.7302, 0.3656], [2.1016, 6.4082, 2.8405], [-1.9703, 0.3321, 0.7529], [-1.8773, -0.3710, 2.3528], [-3.1231, -0.7294, 2.9480], [-4.1468, -0.9900, 3.4074], [-0.6944, -0.5891, 2.9677], [0.8322, -0.2231, 2.2215], [-0.6430, -1.1634, 4.2780], [-0.5766, -1.6128, 5.3356], [3.1433, -2.3391, 0.1267], [1.2931, -2.5110, -0.4906], [0.3419, -0.8436, -1.2361], [0.1837, -3.3023, 0.7123], [-1.1911, -3.3146, 0.4883], [-2.0391, -3.9156, 1.4056], [-1.5179, -4.4988, 2.5530], [-0.1488, -4.4820, 2.7800], [0.7019, -3.8826, 1.8629], [1.2011, -3.5722, -1.9790], [0.4964, -4.7690, -2.0266], [0.4896, -5.5333, -3.1880], [1.1834, -5.1056, -4.3081], [1.8956, -3.9127, -4.2637], [1.9090, -3.1544, -3.1059], [-1.5946, -2.8203, -0.3878], [-3.1091, -3.9024, 1.2404], [-2.1833, -4.9392, 3.2850], [0.2561, -4.9114, 3.6872], [1.7700, -3.8393, 2.0349], [-0.0451, -5.1142, -1.1562], [-0.0610, -6.4656, -3.2124], [1.1756, -5.7008, -5.2131], [2.4469, -3.5769, -5.1334], [2.4742, -2.2318, -3.0605], [-0.9771, 4.8727, -0.6481], [-1.3337, 3.2600, -1.6177], [-3.1313, 2.7472, -1.2005], [-1.3191, 3.7211, -3.4811], [-0.1720, 2.0834, -1.4368], [-1.6287, 5.6656, -1.0154], [0.0676, 5.1471, -0.7872], [-1.1608, 4.6838, 0.4073], [-3.8045, 3.5154, -1.5819], [-3.2283, 2.6428, -0.1222], [-3.3462, 1.7865, -1.6647], [-2.0391, 4.5146, -3.6775], [-1.5709, 2.8345, -4.0595], [-0.3175, 4.0508, -3.7501]], "atomic_forces_ev_per_a": [[0.3548, 0.3636, -0.0020], [0.0027, -0.0011, 0.0025], [0.0174, -0.0088, -0.0173], [0.0096, 0.0155, 0.0129], [-0.0738, -0.0033, 0.0624], [-0.0622, -0.0415, 0.0110], [0.0663, -0.0251, -0.0408], [-0.1057, -0.0531, -0.0270], [0.0075, 0.0088, -0.0023], [-0.0096, -0.0004, -0.0257], [-0.0170, -0.0047, 0.0150], [-0.0011, -0.0019, -0.0016], [-0.0020, 0.0013, -0.0029], [-0.1950, 0.0648, 0.0430], [0.0141, -0.0427, -0.0767], [0.0250, 0.0344, 0.0641], [-0.0231, -0.0444, -0.0362], [0.0042, 0.0049, -0.0268], [0.0474, -0.0990, 0.1159], [0.0084, -0.0390, -0.0086], [-0.0006, -0.0150, -0.0057], [-0.0039, 0.0094, -0.0047], [0.0751, 0.0853, -0.0047], [-0.0728, -0.2198, -0.2096], [-0.0247, 0.0308, -0.0047], [-0.0191, 0.0660, -0.0048], [-0.0012, -0.0059, 0.0258], [-0.0061, 0.0279, 0.0135], [-0.0084, 0.0229, 0.0293], [0.0204, -0.0761, -0.0290], [0.0093, -0.0133, 0.0100], [0.0212, 0.0109, 0.0170], [-0.0018, -0.0001, 0.0005], [0.0006, -0.0047, -0.0007], [0.0071, 0.0049, -0.0019], [-0.0049, 0.0011, 0.0066], [0.0124, -0.0068, 0.0227], [-0.0024, 0.0093, 0.0049], [0.0030, -0.0078, -0.0018], [-0.0046, 0.0029, 0.0098], [0.0000, 0.0140, 0.0097], [-0.0195, 0.0067, 0.0194], [-0.0003, 0.0001, 0.0030], [-0.0004, -0.0004, 0.0007], [-0.0022, 0.0018, -0.0003], [0.0012, 0.0018, -0.0021], [0.0144, -0.0033, 0.0315], [0.0295, 0.0503, 0.0074], [-0.0060, -0.0183, 0.0157], [-0.0048, 0.0149, -0.0010], [-0.0975, -0.1100, -0.0328], [0.0060, 0.0029, 0.0034], [0.0013, -0.0074, -0.0085], [-0.0042, -0.0044, 0.0284], [-0.0025, 0.0004, -0.0036], [0.0041, 0.0059, -0.0012], [0.0078, 0.0041, -0.0090], [0.0024, -0.0014, -0.0150], [-0.0003, -0.0051, 0.0104], [0.0043, -0.0028, 0.0123]], "nbo_charge": [0.618, -0.026, -0.081, -0.230, -0.144, 0.160, 0.378, -0.737, -0.121, 0.001, -0.239, 0.236, 0.235, -0.028, -0.315, 0.289, -0.352, -0.304, 0.030, 0.289, -0.339, -0.631, 1.138, -0.419, -0.324, -0.225, -0.217, -0.201, -0.220, -0.200, -0.272, -0.226, -0.219, -0.219, -0.209, -0.211, 0.238, 0.214, 0.211, 0.213, 0.243, 0.226, 0.206, 0.203, 0.204, 0.234, -1.011, 2.009, -1.011, -0.996, -1.125, 0.233, 0.256, 0.279, 0.232, 0.284, 0.262, 0.231, 0.253, 0.251]}

---

# 2
{"formula": "C25H21BaClN2O7", "method": "ωB97M-V/def2-TZVPD", "homo_energy_ev": -1.65, "charge": -2, "energy_ev": -56798.6671, "spin_multiplicity": 1, "symbols": ["Ba", "C", "C", "C", "C", "C", "H", "H", "H", "H", "H", "O", "C", "O", "C", "C", "N", "N", "C", "C", "O", "O", "H", "H", "H", "C", "C", "C", "C", "C", "C", "H", "H", "H", "H", "H", "C", "C", "C", "C", "Cl", "C", "C", "C", "O", "C", "C", "O", "O", "H", "H", "H", "H", "H", "H", "H", "H"], "xyz": [[-0.0895, -0.1436, 0.0638], [-1.8627, 2.1015, 2.3684], [-1.2902, 2.5185, 1.1418], [-2.3531, 2.8173, 0.2570], [-3.5570, 2.5361, 0.9129], [-3.2555, 2.1003, 2.2190], [-1.3049, 1.8642, 3.2670], [-0.2586, 2.8347, 1.0129], [-2.2500, 3.1842, -0.7574], [-4.5515, 2.6159, 0.4878], [-3.9831, 1.7730, 2.9530], [4.8196, -3.7895, 1.0373], [4.0391, -4.4310, 0.1989], [4.3764, -5.4681, -0.3457], [2.7114, -3.8290, -0.0499], [1.6977, -4.4081, -0.7935], [0.6422, -3.5875, -0.7436], [0.9014, -2.5033, -0.0094], [2.1489, -2.6163, 0.4174], [2.6817, -1.5285, 1.3110], [3.7983, -1.7342, 1.8573], [1.9544, -0.5260, 1.4642], [4.3719, -2.9109, 1.3836], [1.6895, -5.3433, -1.3270], [-0.3275, -3.6837, -1.1197], [3.6026, 1.6832, -3.6827], [3.3212, 2.3968, -2.5244], [2.3079, 1.9693, -1.6711], [1.5235, 0.8260, -1.9056], [1.8507, 0.1402, -3.0890], [2.8584, 0.5452, -3.9615], [4.3968, 2.0027, -4.3498], [3.8978, 3.2881, -2.2880], [2.1354, 2.5572, -0.7681], [1.3027, -0.7679, -3.3484], [3.0715, -0.0245, -4.8635], [-6.8331, -0.0005, 0.4522], [-6.0081, 0.5834, -0.6596], [-6.3460, 1.7800, -1.2691], [-5.5594, 2.2866, -2.2920], [-6.0401, 3.7736, -3.0689], [-4.4155, 1.6330, -2.7024], [-4.0665, 0.4353, -2.0964], [-4.8710, -0.1042, -1.1032], [-4.6006, -1.2836, -0.4866], [-4.0150, -2.3202, -1.2541], [-2.4836, -2.4172, -1.1532], [-2.0358, -3.5571, -1.4060], [-1.8371, -1.3842, -0.8674], [-7.7018, 0.6235, 0.6598], [-6.2261, -0.0879, 1.3550], [-7.1616, -1.0068, 0.1872], [-7.2264, 2.3215, -0.9471], [-3.7916, 2.0628, -3.4738], [-3.1436, -0.0635, -2.3627], [-4.2644, -2.2112, -2.3146], [-4.4302, -3.2594, -0.8911]], "atomic_forces_ev_per_a": [[-0.2843, 2.8917, 0.8637], [0.3734, -0.1361, -0.0532], [-0.1495, 0.6233, 0.2815], [0.2382, -0.1771, -0.1812], [-0.1899, -0.0272, 0.0623], [-0.2183, -0.1703, -0.0728], [-0.0512, -0.0273, 0.0133], [0.0326, -0.1737, -0.0883], [0.0044, 0.0232, 0.0194], [0.1441, 0.0398, 0.0432], [0.0431, 0.0405, 0.0494], [0.1025, -0.4556, -0.2666], [0.3504, -0.0852, -0.0274], [-0.1110, -0.0407, 0.0047], [-0.1805, 0.1315, 0.0374], [0.0907, 0.0043, 0.0385], [-0.0766, -0.1224, -0.0555], [0.2600, -1.0031, -0.0625], [0.0040, -0.3343, -0.0330], [0.2335, 0.1691, 0.3505], [-0.3060, 0.2823, -0.0974], [0.6611, -0.3788, 0.4300], [0.1293, 0.1172, 0.1953], [-0.0208, 0.0187, -0.0085], [0.1578, 0.0248, 0.0554], [0.0109, 0.0117, 0.0244], [0.0342, 0.0988, 0.0089], [0.0178, -0.0588, -0.0541], [0.1353, 0.0508, -0.3476], [0.0618, 0.0745, 0.0097], [0.0183, -0.0476, -0.1235], [-0.0109, 0.0043, -0.0065], [-0.0008, -0.0148, 0.0048], [0.0140, 0.0271, -0.0202], [0.0119, 0.0098, -0.0317], [-0.0124, -0.0197, 0.0264], [0.1661, 0.0343, -0.0769], [-0.0629, -0.1920, -0.0341], [0.0368, -0.0726, -0.0789], [-0.0149, -0.1331, 0.0784], [-0.0019, 0.1267, -0.0516], [-0.0570, 0.0809, -0.0188], [0.0092, -0.1317, -0.0382], [-0.0118, 0.3547, -0.0814], [-0.1466, -0.1585, -0.0004], [0.2925, 0.1026, 0.1207], [-0.4633, -0.5222, -0.1539], [0.2165, 0.1680, -0.0095], [-1.2805, -1.1297, -0.7492], [-0.0079, -0.0013, 0.0169], [-0.0397, 0.0178, 0.0339], [-0.0498, -0.0107, 0.0502], [0.0049, 0.0080, 0.0076], [0.0254, -0.0088, 0.0167], [-0.0609, 0.0618, -0.0172], [-0.0684, 0.0068, 0.0021], [-0.0033, 0.0281, -0.0050]], "mulliken_charge": [2.096, -0.614, -1.033, -0.765, -0.141, -0.815, 0.400, 0.721, 0.426, 0.638, 0.377, -0.599, 0.410, -0.685, 0.583, -0.578, 0.335, -0.670, -0.164, 0.721, -0.830, -0.717, 0.477, 0.530, 0.217, -0.218, -0.638, -0.202, -0.423, -0.268, -0.594, 0.312, 0.312, 0.204, 0.235, 0.302, -1.543, 1.189, -0.989, 0.550, -0.297, -1.113, -0.229, 0.508, -0.428, -0.939, 0.570, -0.930, -0.591, 0.411, 0.285, 0.311, 0.303, 0.433, 0.388, 0.394, 0.373]}

---

# 3
{"formula": "C25H21Br3N4O8", "method": "ωB97M-V/def2-TZVPD", "homo_energy_ev": -9.82, "energy_ev": -258720.3376, "spin_multiplicity": 1, "symbols": ["C", "Br", "Br", "Br", "H", "C", "C", "C", "C", "C", "C", "N", "O", "O", "H", "H", "H", "H", "H", "C", "C", "C", "C", "C", "C", "N", "O", "O", "H", "H", "H", "H", "H", "C", "C", "C", "C", "C", "C", "N", "O", "O", "H", "H", "H", "H", "H", "C", "C", "C", "C", "C", "C", "N", "O", "O", "H", "H", "H", "H", "H"], "xyz": [[-1.2647, -2.6416, 0.9202], [-0.6691, -4.2588, 1.7754], [-1.8646, -1.3327, 2.1962], [-2.5725, -2.9719, -0.4274], [-0.4223, -2.1505, 0.4526], [-2.1328, 2.5439, -2.9792], [-2.2219, 1.1610, -2.9696], [-2.9405, 0.5295, -1.9586], [-3.5283, 1.2704, -0.9568], [-3.3087, 2.6382, -0.9039], [-2.7481, 3.2946, -1.9884], [-4.2844, 0.5885, 0.0955], [-4.4771, -0.6054, -0.0278], [-4.6672, 1.2602, 1.0302], [-1.5593, 3.0575, -3.7424], [-1.6188, 0.5147, -3.5936], [-2.8977, -0.5505, -1.9404], [-3.6815, 3.2308, -0.0765], [-2.7532, 4.3701, -2.0878], [1.9478, -4.2578, -1.3549], [0.5936, -4.3690, -1.6745], [0.0563, -3.5240, -2.6289], [0.8226, -2.5307, -3.1959], [2.1228, -2.3160, -2.7587], [2.6948, -3.2207, -1.8768], [0.2237, -1.5598, -4.0994], [-0.9566, -1.6788, -4.3483], [0.9262, -0.6621, -4.5274], [2.3017, -4.9336, -0.5857], [-0.0512, -5.0337, -1.1201], [-0.9993, -3.5990, -2.8502], [2.7243, -1.4885, -3.1064], [3.7286, -3.1055, -1.5792], [1.5359, 3.4593, -3.0131], [1.4661, 2.2582, -3.7156], [1.0733, 1.0985, -3.0748], [0.7979, 1.1626, -1.7098], [0.8820, 2.3348, -0.9920], [1.2194, 3.5112, -1.6668], [0.3862, -0.0639, -1.0222], [0.8449, -0.2958, 0.0839], [-0.3884, -0.7969, -1.6092], [1.7261, 4.3559, -3.5894], [1.6487, 2.2276, -4.7814], [0.9289, 0.1250, -3.5306], [0.5959, 2.4024, 0.0494], [1.0970, 4.4517, -1.1479], [0.8660, -0.4216, 4.3070], [0.6635, 0.9440, 4.4388], [1.0999, 1.5876, 5.5976], [1.6537, 0.8358, 6.6184], [1.7320, -0.5470, 6.5486], [1.3192, -1.1735, 5.3849], [2.0997, 1.5126, 7.8282], [2.9007, 0.9155, 8.5329], [1.6662, 2.6109, 8.0599], [0.5629, -0.9803, 3.4321], [0.3599, 1.5139, 3.5708], [1.2746, 2.6557, 5.5486], [2.1360, -1.0984, 7.3852], [1.3292, -2.2546, 5.3551]], "atomic_forces_ev_per_a": [[0.1734, 0.3536, -0.0079], [0.0044, 0.0379, 0.0533], [-0.3309, -0.0247, 0.0560], [-0.1543, -0.3538, 0.0498], [0.1199, -0.3182, -0.1344], [-0.0564, -0.0187, -0.5359], [0.2627, -0.0376, 0.8019], [0.3232, -0.4646, -0.5125], [0.8009, 0.1862, -0.2392], [-1.1842, 0.8348, 0.1140], [0.3935, -0.4954, -0.0036], [0.1293, -0.0984, 0.1508], [-0.1430, 0.2971, -0.0653], [-0.0638, 0.0737, 0.1756], [-0.0974, -0.0940, -0.1009], [-0.2968, 0.3061, -0.4029], [-0.4736, 0.0427, 0.1404], [-0.1695, -0.2308, -0.0203], [0.1566, 0.0761, 0.4201], [-0.9887, -0.1898, 0.5578], [0.4913, 0.4649, -0.2603], [-0.8952, -0.4052, 0.0351], [0.8894, 0.2019, 0.5057], [0.4126, -0.2336, -0.3506], [0.2536, -0.0538, 0.0465], [-0.7866, -1.8675, -0.3320], [-0.0988, 0.2262, -0.1669], [0.0229, -3.1221, -3.5658], [0.4456, 0.1107, -0.1459], [0.0165, -0.2503, -0.2097], [0.0997, 0.0922, -0.2006], [-0.1448, 0.0392, -0.1892], [-0.0254, 0.1123, -0.0045], [-0.2907, 0.0084, -0.4893], [-0.1085, -0.2412, 0.1107], [-0.2434, 1.4199, 2.7746], [0.4765, 0.6257, -0.1585], [-0.1309, 0.6298, 0.1998], [-0.4033, -0.4494, 0.0987], [0.2157, 0.2326, 0.1066], [-0.1846, 0.1431, -0.1355], [0.1074, 0.0593, 0.2580], [0.1704, 0.1254, 0.2312], [0.1126, 0.0651, -0.0431], [0.6281, 2.3667, 1.2963], [0.0623, -0.2507, 0.0304], [0.3501, 0.0519, -0.0002], [-0.7866, -0.6457, 0.4397], [1.0006, -0.1400, -0.1189], [0.6886, 0.1597, -0.8843], [-0.6179, -0.2929, -0.3297], [0.0883, 0.1453, 0.0869], [0.1225, 0.1432, 0.3499], [0.8050, -0.6601, 0.2799], [-0.2210, 0.1157, -0.0850], [-0.2648, 0.6882, 0.0768], [0.0745, 0.3571, -0.1713], [-0.1896, 0.1005, 0.1299], [-0.6204, 0.0521, 0.5035], [-0.0727, -0.0115, 0.0172], [0.1459, 0.0048, -0.2329]], "nbo_charge": [-0.511, 0.077, 0.089, 0.118, 0.241, -0.174, -0.211, -0.207, 0.069, -0.210, -0.222, 0.520, -0.374, -0.379, 0.218, 0.233, 0.253, 0.244, 0.222, -0.173, -0.201, -0.200, 0.090, -0.219, -0.212, 0.527, -0.356, -0.384, 0.226, 0.235, 0.255, 0.244, 0.227, -0.185, -0.208, -0.214, 0.092, -0.209, -0.213, 0.525, -0.383, -0.411, 0.220, 0.223, 0.259, 0.235, 0.225, -0.178, -0.208, -0.185, 0.020, -0.185, -0.207, 0.528, -0.388, -0.364, 0.229, 0.221, 0.241, 0.246, 0.222]}

---

Orbital gap per entry: 0.22774; 0.21067; 0.31577 Ha